This record from OMol25 describes C4H9NO2 as an isolated structure. The level of theory is ωB97M-V with the def2-TZVPD basis set.

**HOMO**: -0.3540 Ha
**Orbital gap**: 10.351 eV
**LUMO**: 0.72 eV

Element x y z (Å)
C1 -2.184 -0.112 -0.388
C2 -0.334 0.306 -0.589
O1 -0.253 1.595 -0.154
C3 0.362 -0.756 0.240
C4 1.875 -0.542 0.356
O2 2.669 -1.431 0.115
N1 2.204 0.691 0.813
H1 -2.488 -0.306 0.650
H2 -2.132 -1.048 -0.931
H3 -2.952 0.510 -0.882
H4 -0.223 0.171 -1.673
H5 -1.376 1.032 -0.163
H6 -0.051 -0.729 1.254
H7 0.208 -1.744 -0.190
H8 3.178 0.947 0.794
H9 1.497 1.416 0.748

Here are the Mulliken charges for atoms 1 to 8, given in e:
1 C -1.250
2 C 0.456
3 O -0.767
4 C -0.600
5 C 0.306
6 O -0.617
7 N -0.360
8 H 0.364

---

This record from OMol25 describes an isolated ion of composition C8H13N2 and charge +1. The level of theory is ωB97M-V with the def2-TZVPD basis set.

**HOMO (spin up / spin down)**: -0.4558 / -0.4558 Ha
**Orbital gap (spin up / spin down)**: 8.871 / 8.872 eV
**LUMO (spin up / spin down)**: -3.53 / -3.53 eV
**Total charge**: +1

Element x y z (Å)
C1 -1.021 1.242 0.049
C2 -1.891 0.153 0.575
C3 -1.140 -1.172 0.676
C4 -0.359 -1.818 -0.481
C5 1.125 -1.377 -0.601
C6 1.766 -0.646 0.515
C7 1.758 -0.080 -0.966
C8 1.435 0.706 0.176
N1 -1.580 1.908 -0.859
N2 1.930 1.887 0.614
H1 -2.040 0.600 1.601
H2 -2.836 0.047 0.050
H3 -0.310 -1.115 1.461
H4 -1.941 -1.765 1.100
H5 -0.413 -2.862 -0.324
H6 -0.875 -1.615 -1.359
H7 1.729 -2.113 -1.099
H8 2.438 -1.097 1.331
H9 2.649 0.115 -1.591
H10 -2.525 1.687 -1.087
H11 -1.312 2.699 -1.278
H12 1.728 2.646 -0.066
H13 1.685 1.970 1.564

Here are the Mulliken charges for atoms 1 to 8, given in e:
1 C -0.098
2 C -0.660
3 C -0.634
4 C -1.058
5 C 0.400
6 C -0.973
7 C -0.633
8 C 0.816

---

This record from OMol25 describes a 15-piece molecular cluster, H30O15 overall. The level of theory is ωB97M-V with the def2-TZVPD basis set.

**HOMO**: -0.3894 Ha
**Orbital gap**: 10.787 eV
**LUMO**: 0.19 eV

Element x y z (Å)
O1 1.212 0.785 2.205
H1 1.415 0.972 3.122
H2 1.385 -0.115 1.912
O2 0.624 -1.318 0.308
H3 1.243 -0.840 -0.232
H4 -0.220 -1.001 -0.043
O3 -1.138 3.452 0.138
H5 -1.168 2.582 0.567
H6 -2.008 3.745 0.445
O4 0.398 0.314 -3.442
H7 0.218 0.543 -4.367
H8 -0.479 -0.045 -3.237
O5 2.752 -3.093 -1.299
H9 2.907 -3.554 -0.478
H10 2.603 -2.146 -1.213
O6 2.160 2.458 -2.201
H11 1.275 2.134 -2.412
H12 2.254 3.406 -2.303
O7 -1.785 0.060 1.482
H13 -1.272 -0.478 2.095
H14 -2.547 0.453 1.913
O8 -0.644 3.445 2.892
H15 -1.096 4.218 2.559
H16 0.270 3.429 2.606
O9 -4.186 2.040 0.243
H17 -4.571 1.168 0.153
H18 -3.987 2.586 -0.511
O10 0.020 -2.852 3.263
H19 0.899 -2.461 3.295
H20 -0.347 -2.623 4.126
O11 3.273 -0.767 0.086
H21 3.041 0.121 0.419
H22 3.958 -0.510 -0.544
O12 3.124 2.415 0.463
H23 3.493 2.407 -0.429
H24 2.223 2.123 0.273
O13 -4.086 -1.188 -0.709
H25 -3.804 -1.554 -1.562
H26 -3.402 -1.606 -0.171
O14 -0.444 -3.939 -1.003
H27 -0.508 -4.836 -0.669
H28 0.469 -3.659 -1.165
O15 -1.249 -1.740 -2.444
H29 -0.896 -2.034 -3.280
H30 -1.064 -2.206 -1.622

Here are the Mulliken charges for atoms 1 to 8, given in e:
1 O -0.407
2 H 0.217
3 H 0.208
4 O -0.386
5 H 0.297
6 H 0.224
7 O -0.615
8 H 0.358

---

This record from OMol25 describes a 2-piece molecular cluster, CBrF4N overall. The level of theory is ωB97M-V with the def2-TZVPD basis set.

**HOMO (spin up / spin down)**: -0.4217 / -0.4061 Ha
**Orbital gap (spin up / spin down)**: 9.538 / 7.391 eV
**LUMO (spin up / spin down)**: -1.94 / -3.66 eV

Element x y z (Å)
C1 0.748 -0.352 0.214
N1 -0.191 0.700 -0.109
F1 1.366 -1.040 -0.695
F2 0.176 -1.168 1.069
F3 1.733 0.233 0.982
F4 -0.325 1.026 -1.345
Br1 -3.507 0.601 -0.117

Mulliken atomic charges, in units of e:
1 C 0.817
2 N -0.134
3 F -0.197
4 F -0.216
5 F -0.251
6 F -0.031
7 Br 0.011

---

This record from OMol25 describes C4H8N4O as an isolated structure. The level of theory is ωB97M-V with the def2-TZVPD basis set.

**HOMO (spin up / spin down)**: -0.2850 / -0.2850 Ha
**Orbital gap (spin up / spin down)**: 7.647 / 7.647 eV
**LUMO (spin up / spin down)**: -0.11 / -0.11 eV

Element x y z (Å)
N1 -0.242 -0.890 -0.608
C1 1.254 -0.500 -0.385
C2 -0.870 0.229 0.517
C3 1.105 0.695 0.345
N2 -0.450 -2.243 -0.251
N3 -1.453 1.263 -0.255
C4 1.767 1.844 0.307
N4 -1.449 -0.237 1.543
O1 2.108 -1.314 -0.627
H1 -0.569 -0.640 -1.547
H2 0.328 -2.789 -0.617
H3 -1.333 -2.564 -0.628
H4 -2.329 1.533 0.175
H5 -0.848 2.062 -0.379
H6 -1.107 -1.151 1.823
H7 1.533 2.647 1.002
H8 2.554 2.055 -0.417

Here are the Mulliken charges for atoms 1 to 8, given in e:
1 N 0.173
2 C 0.532
3 C 0.669
4 C -0.060
5 N -0.722
6 N -0.576
7 C -0.835
8 N -0.802

---

This record from OMol25 describes C24H28IIrNO4P2Se as an isolated structure. The level of theory is ωB97M-V with the def2-TZVPD basis set.

**2S+1**: 5
**HOMO (spin up / spin down)**: -0.0583 / -0.2176 Ha
**Orbital gap (spin up / spin down)**: 4.047 / 6.802 eV
**LUMO (spin up / spin down)**: 2.46 / 0.88 eV
**Total charge**: -1

Element x y z (Å)
Ir1 -0.774 1.466 -2.579
C1 -3.199 -0.631 -2.412
P1 -1.507 -0.664 -3.094
C2 -1.768 -1.208 -4.755
C3 -0.609 -1.936 -2.173
C4 -0.766 -3.341 -2.352
C5 0.055 -4.283 -1.749
C6 0.940 -3.784 -0.736
C7 1.053 -2.441 -0.472
C8 0.339 -1.512 -1.272
P2 0.845 0.176 -1.534
C9 2.483 0.074 -2.262
C10 1.131 0.931 0.203
H1 -3.711 -1.569 -2.613
H2 -3.588 0.290 -2.788
H3 -3.011 -0.605 -1.277
H4 -2.137 -2.298 -4.697
H5 -0.802 -1.249 -5.357
H6 -2.450 -0.558 -5.279
H7 -1.612 -3.661 -2.920
H8 -0.103 -5.326 -1.846
H9 1.468 -4.509 -0.132
H10 1.850 -2.174 0.210
H11 2.964 -0.861 -1.897
H12 3.161 0.891 -1.867
H13 2.450 0.118 -3.349
H14 1.822 0.284 0.779
H15 -0.777 1.519 0.414
H16 1.694 1.909 -0.009
O1 -0.775 3.582 -1.890
Se1 -2.483 3.248 -1.853
O2 -2.655 2.515 -3.329
O3 -2.212 1.660 -1.029
O4 -0.588 2.657 2.431
I1 -0.450 1.686 -6.548
C11 0.085 2.057 -4.393
H17 0.117 3.142 -4.325
H18 0.996 1.504 -4.553
N1 0.001 1.141 0.956
C12 0.021 1.449 2.435
C13 -0.797 0.250 3.024
C14 -1.344 0.408 4.283
C15 -2.216 -0.493 4.800
C16 -2.439 -1.731 4.189
C17 -1.943 -1.907 2.917
C18 -1.129 -0.948 2.333
C19 1.475 1.523 2.971
C20 2.098 0.584 3.706
C21 3.397 0.743 4.276
C22 3.986 1.963 4.155
C23 3.396 2.958 3.336
C24 2.154 2.784 2.768
H19 -1.107 1.342 4.782
H20 -2.751 -0.189 5.730
H21 -3.170 -2.389 4.526
H22 -2.337 -2.692 2.283
H23 -0.891 -1.006 1.306
H24 1.636 -0.350 3.932
H25 3.910 -0.100 4.632
H26 4.891 2.093 4.737
H27 3.884 3.874 3.083
H28 1.802 3.592 2.146

Here are the Mulliken charges for atoms 1 to 8, given in e:
1 Ir 1.575
2 C -1.392
3 P 1.188
4 C -1.291
5 C 0.095
6 C -0.573
7 C -1.398
8 C -0.299

---

Number 1: energy -9876.0174 eV, maximum force 1.85 eV/Å. Number 2: energy -11475.5713 eV, maximum force 4.46 eV/Å. Number 3: energy -31199.3872 eV, maximum force 2.36 eV/Å. Number 4: energy -83434.7612 eV, maximum force 2.83 eV/Å. Number 5: energy -12280.9429 eV, maximum force 0.68 eV/Å. Number 6: energy -129879.9102 eV, maximum force 3.75 eV/Å.